The following is a DFT calculation (ωB97M-V/def2-TZVPD) of a molecular structure, C54H31Cl3GeN11STi.

Cartesian coordinates (Å):
Ti -0.160682 -0.556483 0.053671
C 4.770418 -3.772683 2.529371
C 3.787218 -4.069483 3.476671
C 2.452918 -3.789883 3.242371
C 2.110718 -3.178983 2.044471
C 0.872018 -2.667583 1.511571
N -0.318082 -2.846383 2.066271
C -1.434882 -2.598083 1.361771
C -2.754382 -3.086683 1.642471
C -3.310682 -3.736583 2.739271
C -4.638882 -4.096283 2.690471
C -5.426482 -3.801483 1.571671
C -4.888182 -3.196083 0.453371
C -3.540982 -2.859183 0.470971
C -2.642382 -2.318383 -0.512229
N -2.728782 -2.251483 -1.846529
C -1.463082 -2.336783 -2.331629
N -0.802082 -1.471883 -3.051829
C 0.552918 -1.513783 -2.472929
N 0.368518 -0.247783 -1.649829
C 1.173018 0.421517 -2.647029
N 1.782618 -0.895483 -3.011429
C 2.849118 -0.924883 -2.042129
N 3.141918 -1.692883 -1.016329
C 2.460818 -2.221383 -0.015929
N 1.131518 -2.051883 0.303671
C 3.107018 -2.908083 1.072971
C 4.440018 -3.207783 1.312471
C 3.376818 0.426117 -1.937529
C 4.556418 0.907917 -1.385229
C 4.600418 2.234017 -0.995229
C 3.491918 3.059317 -1.121729
C 2.305818 2.587017 -1.682329
C 2.276418 1.286517 -2.130829
C 0.709318 -2.963383 -2.060029
C 1.758818 -3.865083 -2.120729
C 1.502918 -5.191883 -1.795729
C 0.224018 -5.623083 -1.479629
C -0.852282 -4.752483 -1.555429
C -0.588882 -3.434883 -1.871529
N -1.432582 -2.066983 0.101071
H 5.804718 -3.992883 2.761671
H 4.076918 -4.532383 4.412071
H 1.690318 -4.034483 3.966071
H -2.698382 -3.942583 3.602771
H -5.083782 -4.611583 3.532071
H -6.472482 -4.076083 1.582871
H -5.485282 -2.975883 -0.419129
H 5.185418 -2.970383 0.567671
H 5.393818 0.245517 -1.230629
H 5.503918 2.617917 -0.541329
H 3.545418 4.075617 -0.761929
H 1.428318 3.216217 -1.734529
H 2.754518 -3.567383 -2.411429
H 2.317918 -5.903683 -1.808029
H 0.056218 -6.659283 -1.226429
H -1.869082 -5.086183 -1.418729
N -1.623082 7.454617 6.340871
C -1.502582 6.528517 5.661171
C -1.333982 5.405817 4.848171
C -2.039482 5.270217 3.638071
C -1.855082 4.168117 2.845371
C -0.945782 3.149817 3.196971
C -0.257082 3.293717 4.416371
C -0.442582 4.385117 5.222871
C -0.689782 2.045717 2.301671
C -1.772882 1.467617 1.602271
C -3.144282 1.634117 1.875571
C -3.833782 1.028217 0.834671
C -2.873582 0.504817 -0.018429
N -1.622582 0.720517 0.446271
C 0.650318 1.657217 2.038271
C 1.813018 2.319317 2.463871
C 2.891218 1.603517 1.963571
C 2.357718 0.551517 1.242571
N 1.001618 0.567717 1.260871
H -2.706882 6.064317 3.328571
H -2.369782 4.100217 1.898171
H 0.419218 2.510417 4.722471
H 0.096918 4.472017 6.156471
H -3.566682 2.120617 2.735371
H -4.896482 0.983417 0.696571
H -3.042382 0.015217 -0.960729
H 1.851918 3.225617 3.035971
H 3.934318 1.820017 2.104671
H 2.925918 -0.198383 0.729571
S 0.225518 0.942917 -4.163229
C 0.188618 2.701717 -4.454729
C 1.248518 3.597717 -4.378629
C 1.033718 4.932617 -4.689129
C -0.202582 5.371317 -5.130329
C -1.230582 4.456317 -5.292429
C -1.039282 3.133917 -4.950829
H 2.234218 3.271017 -4.081929
H 1.848618 5.638617 -4.596729
H -0.360882 6.418417 -5.351729
H -2.193182 4.768617 -5.665329
H -1.842282 2.420617 -5.047429
Cl -5.611382 -0.789983 -3.127429
Ge -3.380282 -0.202883 -3.503529
Cl -3.786082 2.096117 -3.141629
Cl -3.524882 -0.155483 -5.836929

Cartesian forces, eV/Å:
Ti 0.51 1.30 -0.58
C 0.00 -0.18 0.28
C 0.25 -0.13 0.02
C -0.33 0.12 -0.25
C 1.43 -0.14 -0.10
C -1.25 -0.36 0.12
N 1.06 0.06 0.07
C -0.27 -0.49 -0.04
C -0.39 0.24 -0.59
C 0.15 0.01 0.12
C 0.03 0.00 0.10
C -0.13 -0.10 -0.09
C 0.04 0.01 -0.21
C 0.10 -0.08 0.88
C 0.05 -0.07 -1.73
N -0.75 -0.69 1.45
C 1.01 0.43 -0.59
N -0.46 -0.32 -0.29
C 0.01 -1.35 0.01
N 0.18 -0.05 0.73
C -0.13 1.35 -1.11
N -0.47 -0.11 -0.23
C 0.30 0.19 -0.43
N -0.24 -1.05 1.47
C 0.88 0.95 -1.30
N 0.17 -0.32 0.65
C -0.13 -0.54 1.16
C -0.25 0.13 -0.25
C -0.35 0.65 -0.06
C -0.13 -0.16 -0.10
C 0.14 0.01 -0.09
C -0.17 0.05 -0.08
C 0.07 0.08 0.13
C 0.52 -0.45 0.04
C -0.52 -0.62 -0.16
C -0.07 0.25 -0.14
C 0.07 -0.16 -0.02
C 0.06 -0.12 0.03
C -0.13 0.38 -0.01
C 0.95 -0.34 -0.30
N -0.60 -0.48 0.39
H 0.03 -0.01 -0.03
H 0.02 0.01 0.01
H -0.07 0.06 0.11
H 0.06 -0.04 0.15
H -0.04 0.03 0.05
H -0.07 0.02 -0.04
H -0.07 0.02 -0.11
H 0.09 0.00 -0.05
H 0.09 -0.09 0.09
H 0.06 0.08 0.00
H -0.05 0.09 0.06
H -0.01 0.02 -0.01
H 0.03 0.00 0.03
H 0.03 -0.03 0.00
H -0.01 -0.13 0.01
H -0.14 -0.08 0.07
N -0.01 -0.16 -0.12
C -0.14 1.21 0.88
C 0.18 -1.26 -0.87
C 0.11 0.30 0.44
C 0.11 -0.13 -0.13
C -0.01 0.25 0.19
C -0.05 -0.21 -0.15
C -0.22 0.45 0.11
C -0.11 -0.33 -0.28
C -0.23 0.46 0.63
C 0.48 -0.09 0.01
C 0.15 -0.27 -0.46
C -1.11 0.03 -0.28
N -0.11 0.68 0.53
C 0.05 0.64 0.38
C -0.49 -0.03 -0.02
C 0.07 -0.48 -0.27
C 1.14 -0.01 0.17
N -0.34 0.31 0.45
H -0.03 -0.02 -0.02
H -0.03 -0.04 -0.02
H 0.06 -0.05 0.01
H 0.00 0.00 0.05
H 0.01 0.12 0.09
H -0.18 -0.04 -0.13
H 0.01 0.01 0.01
H -0.03 0.12 0.09
H 0.17 -0.02 -0.07
H -0.06 0.02 -0.08
S 0.02 0.05 -0.13
C 0.19 -0.17 0.24
C 0.02 0.03 -0.06
C 0.19 0.07 0.02
C -0.07 0.04 -0.05
C 0.05 0.15 -0.06
C 0.02 -0.22 0.11
H -0.03 -0.04 0.00
H 0.08 0.02 0.02
H 0.01 0.05 -0.05
H -0.14 0.05 0.00
H -0.18 -0.03 0.04
Cl -0.13 -0.12 0.06
Ge -0.61 0.66 -0.38
Cl -0.02 0.13 -0.04
Cl 0.04 0.03 -0.12

Values from the calculation:
* HOMO-LUMO gap (spin up / spin down): 4.78 / 4.68 eV
* E: -200929.373 eV
* charge: -2
* spin multiplicity: 4
* ΔE to the lowest compared entry with this formula, charge and spin: 11.63 kcal per mole
* HOMO (spin up / spin down): -1.26 / -2.24 eV
* ⟨S²⟩: 3.846

Mulliken population analysis, charges in e, atoms 1 to 4: -1.89, -0.70, -0.68, -0.41